(1)
{
  "formula": "C9H11N3O3",
  "method": "ωB97M-V with the def2-TZVPD basis set",
  "species": ["C", "C", "C", "C", "C", "C", "C", "C", "C", "N", "N", "N", "O", "O", "O", "H", "H", "H", "H", "H", "H", "H", "H", "H", "H", "H"],
  "positions_angstrom": [[0.367, 0.998, -1.960], [-0.043, 0.543, -3.145], [-1.867, -0.549, -2.347], [-0.422, 0.642, -0.740], [-1.539, -0.224, -1.060], [2.065, -2.108, -3.159], [-1.777, -1.270, 1.179], [-0.355, -1.397, 1.321], [1.084, 1.561, 0.778], [-1.132, -0.166, -3.362], [0.324, -2.026, 0.388], [-0.181, 1.046, 0.442], [2.808, -2.051, -4.032], [1.353, -2.253, -2.258], [-2.277, -0.666, -0.009], [1.239, 1.607, -1.883], [0.356, 0.834, -4.119], [-2.844, -0.845, -2.648], [-2.233, -2.221, 1.123], [-2.158, -0.702, 2.030], [0.074, -1.045, 2.185], [1.646, 0.653, 1.261], [1.663, 2.014, -0.155], [0.889, 2.244, 1.549], [-0.005, -1.703, -0.560], [1.350, -2.089, 0.465]],
  "forces_ev_per_a": [[-0.4278, -0.5405, 2.7994], [-0.0876, 0.3218, -2.2071], [0.0031, 0.8825, -0.4384], [0.5330, -0.2381, -4.6199], [1.5059, 0.3093, 2.1460], [-0.2103, -0.5230, 0.4468], [-0.7775, 1.3779, 0.0485], [0.1133, 0.3496, -1.8615], [1.9351, -1.4673, -1.4557], [-0.9866, -0.7446, -1.0160], [0.7300, 0.7107, -0.8245], [-1.2778, -1.2484, 2.3834], [0.4885, 0.3698, -0.7733], [-0.2527, 0.0949, 0.2563], [-1.3848, 0.4450, -0.6217], [0.2780, 0.3471, -0.0781], [0.8422, 0.1841, 0.5175], [-0.6936, -1.1115, 0.3565], [-0.3848, -1.3917, 0.4470], [-0.1189, -0.0339, -0.1317], [1.2121, 0.3225, 2.0003], [-0.0946, 1.7270, -0.9380], [-0.8211, -0.8033, 2.3824], [0.5081, 1.3623, 0.9922], [0.1761, -0.9381, 0.2283], [-0.8075, 0.2359, -0.0387]],
  "total_charge": 0,
  "e_above_lowest_kcal_mol": 26.89,
  "fmax_ev_per_a": 4.7,
  "spin_multiplicity": 1,
  "orbital_gap_ev": [6.4, 6.4],
  "lumo_ev": [-0.66, -0.67]
}


(2)
{
  "formula": "C9H11NO4",
  "method": "ωB97M-V with the def2-TZVPD basis set",
  "species": ["C", "C", "C", "C", "C", "O", "N", "C", "C", "O", "O", "C", "C", "O", "H", "H", "H", "H", "H", "H", "H", "H", "H", "H", "H"],
  "positions_angstrom": [[4.374, 0.490, -0.735], [2.943, 0.326, -0.370], [1.914, 1.208, -0.301], [0.762, 0.466, 0.107], [-0.556, 1.089, 0.291], [-0.728, 2.292, 0.248], [-1.584, 0.229, 0.558], [-2.942, 0.704, 0.555], [-3.799, -0.147, -0.353], [-3.418, -1.149, -0.899], [-5.041, 0.321, -0.461], [1.190, -0.832, 0.261], [0.523, -2.096, 0.680], [2.504, -0.912, -0.026], [5.014, 0.213, 0.102], [4.627, -0.150, -1.579], [4.564, 1.525, -1.001], [1.929, 2.258, -0.507], [-1.475, -0.750, 0.342], [-2.945, 1.747, 0.216], [-3.378, 0.679, 1.562], [-5.574, -0.245, -1.043], [1.286, -2.859, 0.817], [-0.175, -2.447, -0.081], [-0.014, -1.961, 1.617]],
  "forces_ev_per_a": [[-0.1987, -0.3282, 0.1192], [-0.1792, 1.0120, -0.1610], [0.3521, -0.4521, -0.0007], [0.5679, -0.5312, -0.0615], [-0.1856, -0.2806, 0.2187], [0.1324, 0.2012, -0.0931], [-0.3115, -0.2151, -0.0280], [0.0148, 0.1791, 0.0847], [0.2448, -0.2414, -0.0562], [0.0394, -0.1000, -0.0475], [-0.4694, 0.4003, 0.0898], [-0.7582, 0.5622, 0.1098], [0.2185, 0.0711, -0.0891], [0.1482, -0.3357, 0.0245], [0.1021, 0.0236, 0.0185], [0.0809, 0.0097, -0.0702], [0.0125, 0.0490, -0.0136], [0.0750, 0.2453, -0.0602], [0.0547, 0.0844, -0.0454], [-0.0796, -0.1865, 0.0821], [-0.0505, 0.0679, -0.1646], [0.3153, -0.0748, 0.0835], [-0.0461, -0.0696, 0.0334], [-0.0459, -0.0643, -0.0112], [-0.0338, -0.0267, 0.0381]],
  "total_charge": 0,
  "smiles": "Cc1cc(C(=O)NCC(=O)O)c(C)o1",
  "e_above_lowest_kcal_mol": 0.00,
  "fmax_ev_per_a": 1.0,
  "spin_multiplicity": 1,
  "orbital_gap_ev": 9.0,
  "lumo_ev": 0.59
}


(3)
{
  "formula": "C9H11NOS",
  "method": "ωB97M-V with the def2-TZVPD basis set",
  "species": ["C", "C", "C", "S", "C", "O", "C", "C", "C", "C", "N", "C", "H", "H", "H", "H", "H", "H", "H", "H", "H", "H", "H"],
  "positions_angstrom": [[-2.699, 1.159, 0.125], [-1.520, 0.211, -0.163], [-1.279, -0.048, -1.702], [-1.675, -1.492, 0.605], [-0.372, 0.704, 0.677], [-0.554, 1.379, 1.653], [0.892, 0.031, 0.277], [1.514, -0.721, 1.271], [2.855, -1.108, 1.093], [3.447, -0.718, -0.131], [2.777, -0.135, -1.083], [1.527, 0.229, -0.959], [-3.716, 0.898, -0.121], [-2.440, 2.148, -0.294], [-2.778, 1.520, 1.139], [-2.237, -0.490, -2.071], [-1.166, 0.900, -2.091], [-0.561, -0.786, -1.910], [-2.016, -0.981, 1.800], [1.100, -0.741, 2.303], [3.463, -1.775, 1.685], [4.456, -0.890, -0.378], [0.980, 0.707, -1.726]],
  "forces_ev_per_a": [[0.2388, 1.0676, -0.2185], [-1.4161, -0.3258, -0.2088], [-3.2415, -1.1878, 2.5358], [-0.7000, 0.5462, -0.0872], [-0.1741, -1.1904, -1.2260], [0.7788, 0.3730, 0.3694], [0.9044, 0.4877, 0.9004], [1.7785, 0.7055, 1.2968], [-0.2572, 0.0540, -1.9073], [-1.4266, -0.6214, 1.4623], [0.3986, 0.8600, -2.2657], [-0.3830, -0.5820, 2.7251], [-0.0200, -0.5363, -0.7333], [-0.2151, -0.4268, -0.6755], [0.3586, -0.7767, 0.7759], [0.5524, 0.5554, 0.1697], [0.6396, 1.7884, -1.5233], [1.2518, -0.4940, -0.2408], [-0.0190, -0.2456, 0.0246], [-0.0924, -0.3805, -1.0525], [-0.3244, 0.2484, 0.7486], [1.2096, -0.4317, 0.1095], [0.1584, 0.5128, -0.9793]],
  "total_charge": 0,
  "smiles": "CC(C)(S)C(=O)c1cccnc1",
  "e_above_lowest_kcal_mol": 37.64,
  "fmax_ev_per_a": 4.3,
  "spin_multiplicity": 1,
  "orbital_gap_ev": 9.6,
  "lumo_ev": 0.37
}


(4)
{
  "formula": "C9H11NOS",
  "method": "ωB97M-V with the def2-TZVPD basis set",
  "species": ["C", "C", "C", "C", "C", "C", "C", "C", "C", "N", "O", "S", "H", "H", "H", "H", "H", "H", "H", "H", "H", "H", "H"],
  "positions_angstrom": [[-2.156, 1.175, 0.425], [-2.174, -0.151, 0.209], [1.658, 1.821, -0.225], [-0.996, 0.862, -1.573], [-0.914, 1.739, -0.301], [-1.019, -0.467, -0.751], [0.329, 1.283, 0.389], [0.244, -0.345, 0.127], [2.497, -1.809, 0.716], [2.570, 0.866, -0.511], [1.866, 3.027, -0.288], [1.794, -0.722, -0.636], [-2.806, 1.662, 1.150], [-2.718, -0.919, 0.809], [-2.016, 0.921, -2.161], [-0.146, 0.925, -2.374], [-0.995, 2.872, -0.359], [-0.994, -1.408, -1.152], [0.362, 1.444, 1.424], [0.187, -0.975, 0.940], [1.656, -1.880, 1.533], [3.351, -1.334, 1.152], [2.736, -2.754, 0.232]],
  "forces_ev_per_a": [[0.4395, -1.2314, 0.4583], [0.1675, -0.1022, 0.6197], [-0.5427, -0.1223, 0.8621], [-0.5827, -0.7599, -2.4442], [-2.3220, 2.2666, -0.5296], [0.2924, 2.3482, 1.4574], [0.6301, -2.6690, -1.3027], [-0.7046, 3.5135, -1.1730], [-2.3371, 0.4539, 0.5753], [-0.2108, -2.3378, -0.7695], [-0.1677, -0.6446, -0.0770], [2.0418, 1.8245, 0.4956], [0.3363, 0.2212, -0.2302], [0.2305, 0.7518, -0.8693], [2.0612, 0.2616, 1.2212], [-1.2416, 0.0664, 1.7216], [0.4528, -1.4444, -0.4357], [-0.5215, -2.1643, -1.7460], [-0.0628, 0.5820, 1.4498], [-0.3519, -0.8723, 1.9794], [1.8668, -0.2315, -1.6092], [0.5688, 0.3113, 0.0191], [-0.0422, -0.0214, 0.3269]],
  "total_charge": 0,
  "e_above_lowest_kcal_mol": 79.29,
  "fmax_ev_per_a": 3.8,
  "spin_multiplicity": 1,
  "orbital_gap_ev": 9.0,
  "lumo_ev": 0.33
}


(5)
{
  "formula": "C9H11NdO6",
  "method": "ωB97M-V with the def2-TZVPD basis set",
  "species": ["O", "C", "Nd", "C", "O", "C", "O", "C", "O", "C", "O", "H", "C", "C", "O", "C", "C", "H", "H", "H", "H", "H", "H", "H", "H", "H", "H"],
  "positions_angstrom": [[-6.565, -2.633, -2.125], [-5.418, -2.652, -1.979], [-1.395, -0.840, -1.311], [0.684, -1.032, -1.145], [1.823, -1.254, -0.968], [-1.098, 1.407, -1.251], [-1.028, 2.582, -1.151], [-1.771, -0.631, 0.635], [-2.071, -0.604, 1.761], [-1.236, -0.430, -3.332], [-1.312, -0.334, -4.492], [-2.918, -0.194, -1.501], [1.031, -1.221, 2.022], [0.539, 0.196, 1.917], [0.309, 0.630, 0.557], [1.335, 1.546, 0.042], [2.781, 1.237, 0.411], [0.320, -1.958, 1.632], [1.197, -1.446, 3.088], [1.996, -1.348, 1.508], [-0.347, 0.408, 2.522], [1.232, 0.883, 2.381], [1.319, 1.557, -1.049], [1.042, 2.540, 0.398], [3.129, 0.267, 0.041], [3.404, 2.004, -0.087], [3.017, 1.320, 1.476]],
  "forces_ev_per_a": [[4.2102, -0.1250, 0.5308], [-4.0761, 0.1864, -0.5057], [-0.9620, -12.4534, 0.4375], [13.3343, 0.1569, -0.2549], [-5.7290, 0.1779, -0.8492], [-0.0907, 10.3118, 0.1426], [-0.5664, -6.8123, -0.7244], [-4.9745, 2.6654, 16.6004], [1.1071, -0.6012, -5.4790], [-0.4429, 3.8667, -14.6351], [0.5264, -0.7385, 5.4622], [-3.4504, 3.3847, -1.4582], [0.5385, -0.0003, 0.2369], [0.0812, 0.5740, 1.1213], [0.0257, -0.7793, -0.3929], [1.0877, 0.6490, 0.3096], [0.3767, 0.1942, -0.0024], [0.0266, -0.0290, 0.0197], [-0.1408, -0.0435, -0.3803], [-0.3775, -0.0167, 0.2414], [-0.0378, -0.2809, -0.3589], [0.4623, 0.0940, -0.1866], [-0.4740, -0.1903, 0.0542], [0.1133, -0.1436, -0.0843], [-0.0754, 0.2977, 0.1639], [-0.3466, -0.2949, 0.1574], [-0.1462, -0.0501, -0.1658]],
  "total_charge": 2,
  "e_above_lowest_kcal_mol": 206.45,
  "fmax_ev_per_a": 17.5,
  "spin_multiplicity": 4,
  "orbital_gap_ev": [6.4, 7.1],
  "lumo_ev": [-10.99, -10.89]
}


(6)
{
  "formula": "C9H11O2",
  "method": "ωB97M-V with the def2-TZVPD basis set",
  "species": ["C", "C", "C", "C", "C", "C", "C", "H", "H", "H", "H", "H", "H", "H", "H", "C", "C", "O", "O", "H", "H", "H"],
  "positions_angstrom": [[2.301, -1.600, 2.478], [-1.054, -0.473, 0.023], [-1.301, -0.882, 1.302], [0.266, -0.396, -0.439], [-0.257, -1.247, 2.165], [1.295, -0.573, 0.486], [1.051, -1.134, 1.756], [-1.913, -0.134, -0.552], [-2.301, -1.054, 1.683], [0.438, 0.003, -1.432], [-0.468, -1.697, 3.133], [2.280, -0.332, 0.102], [2.886, -0.708, 2.715], [3.030, -2.248, 1.983], [1.980, -2.243, 3.297], [-0.789, 2.552, -2.329], [-1.644, 1.495, -3.073], [-2.883, 1.561, -3.050], [-0.875, 0.695, -3.697], [-0.847, 3.490, -2.887], [0.219, 2.182, -2.233], [-1.414, 2.741, -1.431]],
  "forces_ev_per_a": [[-0.4951, -0.0471, 0.5985], [-0.3300, 0.2626, -0.4203], [0.1717, -0.7553, 1.2464], [-0.2767, 1.1835, 0.9335], [0.1166, -0.5504, 0.1137], [-0.9310, -0.4579, -1.2171], [1.5053, 0.2191, -1.6498], [0.3564, -0.2757, -0.4574], [-0.1242, 0.3738, -0.2094], [0.0761, -0.1966, -0.0603], [-0.0863, 0.1000, -0.0480], [0.3069, -0.3439, 0.4113], [-0.0714, -0.1863, 0.7966], [-0.5480, 0.0977, -0.9173], [0.2694, 0.5756, 0.7478], [-2.2623, 0.3559, 0.3874], [1.9545, -0.3321, -1.2168], [-0.1238, -0.0232, 0.2570], [-1.0049, -0.2341, 0.2088], [0.2728, -0.0360, -0.1554], [0.1452, 0.2165, 0.4441], [1.0791, 0.0539, 0.2067]],
  "total_charge": -1,
  "e_above_lowest_kcal_mol": 18.50,
  "fmax_ev_per_a": 2.3,
  "spin_multiplicity": 1,
  "orbital_gap_ev": 6.9,
  "lumo_ev": 3.04
}


(7)
{
  "formula": "C9H11O2S",
  "method": "ωB97M-V with the def2-TZVPD basis set",
  "species": ["C", "C", "C", "C", "C", "C", "C", "C", "C", "O", "O", "S", "H", "H", "H", "H", "H", "H", "H", "H", "H", "H", "H"],
  "positions_angstrom": [[2.208, 1.871, 0.470], [1.362, 1.204, 1.345], [2.297, 1.377, -0.805], [0.576, 0.137, 0.949], [1.644, 0.188, -1.166], [0.635, -0.310, -0.318], [-0.165, -1.502, -0.733], [-3.222, 1.218, 0.458], [-2.656, 0.679, -0.612], [1.619, -3.497, 0.414], [-0.793, -3.993, 0.436], [0.254, -2.967, 0.698], [2.867, 2.747, 0.863], [1.212, 1.616, 2.361], [3.015, 1.830, -1.562], [-0.194, -0.172, 1.670], [1.813, -0.432, -2.115], [0.119, -2.040, -1.704], [-1.128, -1.577, -0.408], [-4.012, 0.707, 1.077], [-2.697, 2.148, 0.834], [-2.942, -0.362, -1.074], [-1.811, 1.131, -1.079]],
  "forces_ev_per_a": [[0.8955, 1.4779, 1.6118], [-0.1277, 1.0780, 1.0918], [1.7783, -0.8666, -2.5540], [-1.0574, 1.7395, 2.5000], [-0.4456, -0.0801, -0.7101], [0.1706, -2.7074, -2.7282], [3.8109, -1.4114, -0.6195], [0.5800, 0.3219, 0.9266], [-1.1483, -2.5891, -0.6924], [-0.5072, 0.4909, -0.2338], [0.0614, 0.5192, -0.2891], [0.6124, -0.4414, 0.1921], [-1.4004, -1.5574, -0.9818], [0.2864, -0.3847, -0.5374], [-0.8928, -0.5363, 1.1126], [0.4244, -0.3149, -0.5279], [-0.1207, 1.5399, 1.2170], [-0.6781, 1.1098, 1.2774], [-2.7116, 0.2655, 0.1873], [0.8568, 0.8038, -0.8366], [-1.1425, -1.0456, -0.1542], [0.3134, 2.2273, 1.0520], [0.4422, 0.3610, -0.3035]],
  "total_charge": -1,
  "e_above_lowest_kcal_mol": 25.54,
  "fmax_ev_per_a": 4.1,
  "spin_multiplicity": 1,
  "orbital_gap_ev": 6.5,
  "lumo_ev": 3.39
}


(8)
{
  "formula": "C9H11O3",
  "method": "ωB97M-V with the def2-TZVPD basis set",
  "species": ["C", "C", "O", "O", "H", "H", "H", "C", "C", "C", "C", "C", "C", "C", "O", "H", "H", "H", "H", "H", "H", "H", "H"],
  "positions_angstrom": [[0.000, 0.718, 3.028], [-0.980, -0.384, 3.281], [-0.929, -1.437, 2.405], [-1.947, -0.400, 3.941], [0.288, 1.273, 4.022], [-0.237, 1.310, 2.169], [0.935, 0.218, 2.694], [-1.715, 0.341, -2.710], [2.024, -0.250, -0.503], [0.991, 0.555, -0.006], [1.766, -1.110, -1.608], [-0.279, 0.659, -0.653], [0.677, -0.681, -2.457], [-0.491, 0.034, -1.867], [3.175, -0.171, -0.099], [-0.713, -1.124, 1.481], [1.335, 1.215, 0.832], [2.511, -1.864, -1.652], [-1.296, 1.033, -0.109], [0.633, -1.032, -3.480], [-2.447, 0.697, -2.013], [-1.960, -0.612, -3.248], [-1.340, 1.011, -3.449]],
  "forces_ev_per_a": [[2.5469, -0.6300, 2.6654], [-0.1808, -0.2363, -3.4865], [0.9112, 0.1191, -1.6972], [-1.6792, 0.8543, 3.3884], [-0.9927, -0.6730, -2.0843], [-0.6629, 0.6267, -0.0523], [-0.4056, 0.3224, 0.3156], [1.7705, -2.4053, 0.1664], [-1.1669, 0.1693, -0.7715], [-1.6269, 1.3239, 0.8170], [-3.4777, 2.1146, -1.4936], [-1.2755, -0.3896, 1.7776], [0.0028, -1.1678, 2.6521], [2.4946, -0.2406, -1.2206], [3.0491, 0.0032, 1.7179], [0.4464, -0.3496, 1.1623], [-0.6996, -0.6575, -0.8378], [0.5682, -0.5474, -1.2781], [2.6467, -0.2056, -1.1566], [-0.3269, -0.3049, -0.0868], [-0.8431, 0.3491, -0.3096], [-0.5524, 0.8670, 0.4764], [-0.5463, 1.0578, -0.6643]],
  "total_charge": -1,
  "e_above_lowest_kcal_mol": 74.93,
  "fmax_ev_per_a": 4.3,
  "spin_multiplicity": 1,
  "orbital_gap_ev": 6.3,
  "lumo_ev": 3.45
}


(9)
{
  "formula": "C9H11O3",
  "method": "ωB97M-V with the def2-TZVPD basis set",
  "species": ["C", "C", "O", "O", "H", "H", "H", "C", "C", "C", "C", "C", "C", "C", "O", "H", "H", "H", "H", "H", "H", "H", "H"],
  "positions_angstrom": [[-1.749, -0.609, -3.053], [-2.990, -0.617, -2.100], [-2.687, -0.791, -0.885], [-4.105, -0.466, -2.635], [-1.034, 0.210, -2.974], [-2.142, -0.723, -4.070], [-1.083, -1.450, -2.810], [-0.866, -1.273, 1.641], [1.164, 1.447, 0.092], [2.356, 1.460, 0.877], [0.200, 0.537, 0.422], [0.312, -0.327, 1.540], [2.508, 0.578, 1.909], [1.487, -0.374, 2.232], [3.374, 2.338, 0.570], [0.972, 2.091, -0.755], [-0.648, 0.415, -0.251], [3.414, 0.561, 2.501], [3.548, 2.322, -0.348], [-0.943, -1.788, 2.603], [-0.856, -1.947, 0.788], [1.548, -0.905, 3.173], [-1.780, -0.689, 1.533]],
  "forces_ev_per_a": [[-0.0422, -0.8423, -0.3107], [0.8186, 0.2492, 0.3470], [-0.3506, 0.1476, -0.2500], [0.2153, -0.0731, 0.2271], [-0.5321, 0.6136, 0.0608], [0.4422, 0.1935, 0.0182], [-0.4392, -0.2218, -0.0740], [-0.0097, 0.5175, 0.7677], [0.8045, -0.3326, 0.9082], [-0.8561, 0.0343, -1.1576], [0.0223, -0.2566, -0.0739], [-0.9140, -0.6405, -1.6011], [-0.4212, -1.0571, 0.6764], [0.3568, 1.9584, 0.4382], [0.1879, 0.2584, 1.6781], [0.4199, 0.2017, -0.0390], [-0.2674, 0.0510, 0.3450], [0.1118, 0.2089, -0.1276], [0.0642, -0.0138, -1.4519], [0.2852, -0.2071, -0.1663], [-0.0782, -0.2201, 0.1266], [0.2465, -0.4598, -0.1923], [-0.0645, -0.1092, -0.1490]],
  "total_charge": -1,
  "e_above_lowest_kcal_mol": 25.79,
  "fmax_ev_per_a": 2.0,
  "spin_multiplicity": 1,
  "orbital_gap_ev": 7.1,
  "lumo_ev": 2.89
}